DFT (ωB97M-V/def2-TZVPD) results for a 10-piece molecular cluster, C49H84BO28 overall at a distorted geometry.

Properties
Energy, Ha: -4049.2188
HOMO level, eV: -4.7198
Net charge: -1
HOMO-LUMO gap, eV: 6.299

Last column: Löwdin charge in e.
Cartesian coordinates (Å):
C1 2.484 -2.978 -3.501  -0.098
C2 1.969 -4.157 -4.362  -0.256
C3 0.817 -4.886 -3.660  -0.216
C4 -0.562 -4.155 -3.823  -0.188
C5 -1.257 -4.108 -2.467  -0.195
C6 -2.662 -3.476 -2.368  -0.176
C7 -3.650 -3.669 -3.550  -0.240
C8 -4.115 -2.327 -4.163  -0.232
B1 -3.027 -1.533 -5.146  -0.517
C9 -2.673 -0.031 -4.547  -0.233
C10 -1.619 -0.025 -3.411  -0.242
C11 -0.641 1.156 -3.460  -0.187
C12 0.434 0.935 -4.522  -0.234
O1 0.022 1.494 -5.769  -0.209
C13 0.093 0.544 -6.821  -0.114
H1 2.321 -3.224 -2.451  0.058
H2 3.555 -2.849 -3.668  0.057
H3 1.949 -2.071 -3.777  0.054
H4 2.770 -4.875 -4.557  0.092
H5 1.611 -3.791 -5.328  0.100
H6 0.730 -5.881 -4.113  0.101
H7 1.049 -5.069 -2.607  0.067
H8 -1.120 -4.738 -4.552  0.101
H9 -0.343 -3.164 -4.216  0.077
H10 -1.246 -5.104 -2.023  0.091
H11 -0.603 -3.503 -1.825  0.111
H12 -2.621 -2.408 -2.154  0.092
H13 -3.126 -3.941 -1.489  0.076
H14 -4.560 -4.128 -3.123  0.061
H15 -3.296 -4.362 -4.314  0.092
H16 -4.986 -2.589 -4.781  0.060
H17 -4.510 -1.688 -3.360  0.071
H18 -2.010 -2.185 -5.350  0.040
H19 -3.595 -1.353 -6.233  0.031
H20 -2.364 0.662 -5.338  0.059
H21 -3.619 0.384 -4.169  0.072
H22 -2.150 0.003 -2.452  0.097
H23 -1.081 -0.979 -3.441  0.079
H24 -0.176 1.300 -2.478  0.096
H25 -1.204 2.058 -3.708  0.111
H26 1.348 1.463 -4.213  0.109
H27 0.662 -0.129 -4.620  0.100
H28 -0.450 -0.367 -6.548  0.085
H29 1.144 0.310 -7.034  0.086
H30 -0.411 0.976 -7.683  0.067
C14 -1.635 -5.565 3.298  -0.025
C15 -1.474 -5.519 1.804  -0.323
C16 -1.713 -6.827 1.092  -0.085
O2 -0.934 -6.659 -0.100  0.054
C17 0.072 -5.800 0.200  -0.570
O3 0.981 -5.553 -0.530  0.132
O4 -0.113 -5.244 1.409  0.092
H31 -1.254 -4.650 3.748  0.073
H32 -2.676 -5.684 3.573  0.072
H33 -1.063 -6.396 3.722  0.088
H34 -2.093 -4.729 1.389  0.134
H35 -2.757 -6.997 0.840  0.130
H36 -1.325 -7.686 1.646  0.134
C18 2.327 -1.234 0.373  -0.004
C19 3.821 -1.076 0.288  -0.322
C20 4.558 -2.261 -0.286  -0.087
O5 5.857 -2.121 0.320  0.059
C21 5.685 -1.475 1.498  -0.574
O6 6.527 -1.354 2.331  0.146
O7 4.426 -0.988 1.597  0.081
H37 1.889 -0.435 0.972  0.085
H38 1.883 -1.208 -0.622  0.089
H39 2.056 -2.178 0.850  0.092
H40 4.075 -0.158 -0.252  0.157
H41 4.635 -2.241 -1.370  0.125
H42 4.130 -3.214 0.030  0.144
C22 0.511 1.731 4.304  -0.018
C23 0.054 0.324 4.577  -0.309
C24 1.074 -0.554 5.256  -0.081
O8 0.681 -1.866 4.821  0.064
C25 0.078 -1.719 3.613  -0.554
O9 -0.184 -2.607 2.867  0.161
O10 -0.157 -0.413 3.353  0.089
H43 -0.191 2.233 3.638  0.097
H44 0.584 2.300 5.227  0.088
H45 1.482 1.735 3.814  0.074
H46 -0.889 0.328 5.130  0.148
H47 1.045 -0.484 6.341  0.123
H48 2.093 -0.370 4.905  0.141
C26 -8.024 -3.797 0.189  -0.023
C27 -6.520 -3.713 0.229  -0.314
C28 -5.791 -4.917 -0.317  -0.084
O11 -4.553 -4.855 0.399  0.043
C29 -4.789 -4.228 1.576  -0.538
O12 -3.989 -4.160 2.455  0.153
O13 -6.028 -3.687 1.589  0.092
H49 -8.466 -2.991 0.772  0.086
H50 -8.379 -3.722 -0.839  0.093
H51 -8.375 -4.738 0.616  0.086
H52 -6.178 -2.798 -0.260  0.166
H53 -5.616 -4.872 -1.390  0.122
H54 -6.289 -5.858 -0.066  0.138
C30 4.361 6.816 2.141  -0.028
C31 3.908 5.413 2.448  -0.313
C32 2.500 5.040 2.023  -0.091
O14 2.188 4.004 2.974  0.051
C33 2.900 4.239 4.094  -0.566
O15 2.739 3.673 5.130  0.144
O16 3.826 5.202 3.875  0.082
H55 5.294 7.028 2.665  0.086
H56 4.518 6.943 1.073  0.076
H57 3.624 7.546 2.474  0.092
H58 4.631 4.693 2.051  0.159
H59 2.431 4.662 1.009  0.132
H60 1.783 5.848 2.153  0.130
C34 3.519 10.001 -3.190  -0.023
C35 3.152 8.595 -2.791  -0.328
C36 1.744 8.169 -3.137  -0.087
O17 1.489 7.165 -2.146  0.081
C37 2.244 7.461 -1.067  -0.538
O18 2.141 6.932 -0.005  0.154
O19 3.136 8.439 -1.357  0.085
H61 4.465 10.291 -2.734  0.088
H62 3.616 10.076 -4.272  0.092
H63 2.764 10.712 -2.853  0.089
H64 3.882 7.885 -3.190  0.160
H65 1.648 7.753 -4.137  0.142
H66 1.018 8.974 -3.007  0.140
C38 -3.428 -1.384 8.143  -0.014
C39 -3.026 0.052 8.367  -0.341
C40 -4.127 0.957 8.863  -0.094
O20 -3.695 2.237 8.383  0.060
C41 -2.947 2.020 7.269  -0.560
O21 -2.586 2.871 6.523  0.163
O22 -2.680 0.701 7.127  0.077
H67 -2.647 -1.916 7.599  0.090
H68 -3.594 -1.885 9.096  0.089
H69 -4.340 -1.450 7.546  0.088
H70 -2.153 0.099 9.014  0.115
H71 -4.225 0.967 9.946  0.136
H72 -5.097 0.728 8.413  0.136
C42 3.817 2.296 10.118  -0.018
C43 2.853 1.145 10.252  -0.328
C44 3.211 -0.095 9.468  -0.085
O23 1.922 -0.692 9.257  0.067
C45 1.013 0.310 9.258  -0.548
O24 -0.120 0.186 8.911  0.156
O25 1.571 1.465 9.678  0.098
H73 3.389 3.202 10.544  0.089
H74 4.750 2.071 10.635  0.090
H75 4.036 2.502 9.069  0.093
H76 2.691 0.906 11.307  0.157
H77 3.866 -0.776 10.005  0.139
H78 3.647 0.135 8.493  0.142
C46 0.671 3.225 -9.166  -0.022
C47 0.558 3.439 -10.652  -0.327
C48 0.149 2.223 -11.448  -0.089
O26 0.722 2.505 -12.734  0.059
C49 1.803 3.298 -12.531  -0.569
O27 2.606 3.571 -13.363  0.157
O28 1.838 3.733 -11.248  0.082
H79 1.158 4.078 -8.692  0.090
H80 -0.314 3.094 -8.720  0.092
H81 1.275 2.346 -8.940  0.084
H82 -0.104 4.284 -10.864  0.157
H83 -0.928 2.097 -11.527  0.140
H84 0.595 1.302 -11.065  0.141